Record 1
This record from the OMol25 dataset describes a structure of composition C48H44LuN9O2PS2 at a distorted geometry. The level of theory is ωB97M-V/def2-TZVPD.

XYZ file:
```
107
Properties=species:S:1:pos:R:3:forces:R:3
Lu 0.316412 0.034651 0.028678 0.5 -0.6 1.6
N -1.374691 2.731017 1.850977 0.1 2.0 0.1
P -1.777493 1.917311 0.398304 -1.7 0.6 -0.2
C -1.768506 3.360672 -0.778602 1.0 -0.5 1.1
C -2.887323 3.943162 -1.342409 -1.9 -1.3 -0.2
C -2.782564 5.084599 -2.103612 2.2 0.8 -0.1
C -1.515619 5.695065 -2.251721 -0.1 -1.3 0.1
C -0.384487 5.080473 -1.692974 -1.4 1.2 0.1
C -0.502359 3.979776 -0.900224 -0.2 -1.1 -0.4
C -3.601925 1.657762 0.567701 0.6 -0.4 -1.3
C -4.288314 0.904253 -0.404860 1.2 0.2 1.1
C -5.651142 0.796521 -0.313838 0.3 0.4 -0.2
C -6.403938 1.506348 0.612097 -1.1 -1.2 -0.9
C -5.724791 2.264523 1.521652 -0.4 1.1 0.8
C -4.352149 2.332207 1.492616 1.5 0.9 1.1
C 0.055299 2.804918 1.993812 -1.1 0.0 -0.6
C 0.694105 4.017649 2.113635 0.5 -1.0 0.0
C 2.071137 3.924268 1.700080 0.7 0.3 0.4
C 2.733317 2.746142 1.638117 -0.4 0.0 0.5
C 1.976955 1.545667 2.215137 2.6 -1.1 -1.5
N 0.664252 1.621563 1.709671 -1.5 0.3 0.2
H -1.704115 3.744963 1.827589 0.2 -1.8 0.1
H -3.911463 3.434693 -1.282113 1.6 0.8 0.1
H -3.615111 5.471735 -2.616406 -1.0 0.5 -0.4
H -1.316490 6.559275 -2.853453 -0.5 0.4 -0.2
H 0.556308 5.553134 -1.759388 1.0 0.5 -0.3
H 0.436983 3.589905 -0.500984 -0.5 -0.3 0.2
H -3.716620 0.342970 -1.131058 -0.1 -0.1 -0.2
H -6.102569 0.184334 -1.036532 -0.9 -0.7 -0.8
H -7.506419 1.344669 0.522288 1.0 0.6 0.6
H -6.193971 2.926549 2.235957 -0.4 -0.3 0.1
H -3.792057 2.954681 2.225129 -0.8 -0.5 -0.4
H 0.191117 4.969226 2.236092 0.0 -0.2 0.0
H 2.599356 4.837800 1.415533 -0.2 -0.2 0.0
H 3.739991 2.680895 1.248647 0.0 -0.2 0.1
H 2.000373 -0.460126 2.214711 0.0 -0.1 0.0
O 3.856577 -4.628680 -2.390122 -1.1 0.1 0.9
C 3.410500 -3.561697 -3.058600 0.8 0.4 -0.2
C 3.430215 -3.633256 -4.438355 -0.2 -1.5 -1.8
C 3.017880 -2.613151 -5.259691 0.4 0.9 2.2
C 2.701769 -1.351301 -4.741151 0.0 -1.7 0.4
C 2.734237 -1.280306 -3.387670 -0.9 2.5 1.3
C 3.017064 -2.308356 -2.521881 0.5 -2.4 2.0
C 2.704918 -2.209847 -1.065814 -1.0 1.4 -2.6
O 1.985944 -1.303699 -0.657303 0.7 -1.0 0.4
N 3.199039 -3.294605 -0.256708 0.8 -0.2 -2.4
N 2.902415 -3.220816 0.896737 -0.9 1.9 2.6
C 3.387633 -4.121806 1.818094 1.2 -0.2 -0.8
S 4.871433 -3.552083 2.624691 -0.6 -0.6 -0.6
C 3.936041 -3.226592 4.123898 -0.6 -0.4 -0.1
C 3.059730 -1.997146 4.096771 0.8 1.0 0.9
S 2.591639 -5.468492 1.974977 -0.8 -1.4 0.5
H 3.555221 -4.505029 -1.440958 1.0 -0.3 -0.9
H 3.656268 -4.587743 -4.950185 0.1 0.5 0.7
H 3.039582 -2.720790 -6.275784 -0.1 -0.6 -2.5
H 2.305786 -0.592181 -5.356088 0.1 1.0 -0.5
H 2.487135 -0.356855 -2.848192 -0.1 -0.1 -0.5
H 4.712773 -3.265730 4.856597 0.2 0.4 1.0
H 3.251111 -4.072488 4.285061 0.6 0.0 0.1
H 2.454893 -2.053697 4.998579 -0.2 0.2 0.1
H 2.385005 -1.988340 3.243613 0.0 -0.4 0.0
N -0.093423 -1.840831 1.650099 -0.8 1.0 0.2
C -1.499327 -1.679988 1.972431 0.4 -0.8 -1.4
C -1.847491 -1.025134 3.110332 0.2 1.1 1.2
C -3.166139 -0.646987 3.318265 0.2 0.1 1.7
C -4.123534 -1.095292 2.474636 -1.9 0.0 -0.6
C -3.793700 -1.781712 1.324562 1.5 -0.3 0.9
C -2.462828 -2.117209 1.043834 -0.5 1.3 -1.1
C -2.080266 -2.484647 -0.377191 -0.1 -1.0 0.2
C -2.669820 -3.599208 -1.017872 0.8 0.2 -0.6
C -2.315355 -3.937586 -2.329339 0.6 1.4 0.3
C -1.378236 -3.172082 -3.007397 0.5 0.1 -0.1
C -0.759781 -2.124399 -2.330454 -1.1 -0.3 0.5
C -1.097632 -1.710380 -1.042974 -0.1 0.3 0.9
H 0.410065 -2.031198 2.495108 0.4 -0.2 0.3
H 0.006266 -2.566147 0.974914 0.3 -0.9 -0.4
H -1.080539 -0.727209 3.830603 -0.1 0.0 -0.3
H -3.490417 -0.054600 4.184299 0.5 -0.3 -0.3
H -5.189437 -0.866458 2.651564 0.7 0.0 -0.1
H -4.572148 -1.965733 0.656159 -0.9 -0.6 -1.2
H -3.325965 -4.308796 -0.560608 -0.5 0.1 0.7
H -2.726464 -4.756389 -2.849115 -0.7 -1.0 -0.2
H -1.084033 -3.394280 -4.042785 -0.2 -0.1 0.5
H -0.005142 -1.562268 -2.787195 1.2 0.6 -1.1
C -1.512863 2.436475 -4.210059 -1.5 -1.9 1.6
N -0.775950 1.146094 -3.976875 -0.5 1.1 -0.2
C -1.050647 -0.006185 -4.855240 -1.4 2.0 -0.3
C -0.057690 1.062469 -2.903133 0.0 0.0 -0.2
N 0.621568 1.052261 -1.956132 -0.1 0.2 -0.6
H -2.605408 2.287845 -4.036515 0.7 -0.2 -0.1
H -1.396970 2.741793 -5.197820 0.6 0.6 -1.6
H -1.230216 3.157815 -3.479330 0.6 0.6 0.3
H -1.992432 -0.469548 -4.571213 0.2 -0.3 0.0
H -0.220509 -0.618853 -4.832500 1.4 -1.7 0.2
H -1.126376 0.380038 -5.876782 -0.1 0.0 0.2
N 5.844814 -0.070014 5.484886 0.9 0.1 0.8
C 4.890836 -0.361383 4.935226 -0.9 -0.5 0.0
C 3.767404 -0.582759 4.024067 -0.2 -0.8 -0.2
C 4.496489 -0.519661 2.688564 -2.6 1.2 -0.2
C 3.857874 -0.115279 1.613265 -0.6 0.8 -0.3
N 2.460996 0.207266 1.609002 -0.7 0.8 -0.1
C 2.042633 1.359173 3.700236 -0.3 0.5 0.7
C 2.701805 0.457040 4.425444 0.6 0.0 -1.7
H 5.499118 -0.754992 2.624400 1.9 -0.5 0.1
H 4.356594 0.021884 0.674673 0.3 0.0 -0.4
H 1.396939 2.059196 4.232923 0.1 -0.2 0.1
H 2.561033 0.409282 5.470241 -0.3 0.2 1.1
```
Forces are in eV/Å.

Calculated values
- E_LUMO: -4.52 eV
- Highest occupied orbital energy: -9.4 eV
- Energy above the lowest of the compared OMol25 structures with the same formula, charge and spin: 117.5 kcal/mol
- Energy: -132567.223 eV
- Charge: +1
- 2S+1: 1
- Frontier orbital gap: 0.181 Ha

Atom charges from the Mulliken analysis, given in e for atoms 1 to 6: Lu 2.979; N -0.146; P 1.041; C 0.574; C -0.396; C -0.682

***

Record 2
This record from the OMol25 dataset describes a structure of composition C48H45BF4N9O3S3Ti. The level of theory is ωB97M-V/def2-TZVPD.

XYZ file:
```
114
Properties=species:S:1:pos:R:3:forces:R:3
Ti 0.154495 0.443298 -1.253610 0.4 0.0 -0.3
C -4.124115 0.427293 -0.124290 0.0 0.0 0.0
C -3.279871 -0.783858 -0.385912 0.0 0.1 0.0
N -2.567175 -1.240254 0.561758 0.1 0.1 0.1
N -2.001204 -2.476882 0.424084 0.0 0.0 0.0
C -0.775924 -2.727333 0.194848 -0.1 -0.2 -0.1
S 0.626083 -1.844374 -0.302390 -0.1 0.2 0.4
S -0.423951 -4.518817 0.297093 0.1 0.1 -0.2
C -1.948107 -5.200116 -0.436521 -0.1 0.0 0.1
C -2.906905 -5.802027 0.554310 0.0 0.0 0.0
C -3.828406 -5.008076 1.237305 0.0 0.0 0.0
C -4.703311 -5.574061 2.151212 0.0 0.0 0.0
C -4.673229 -6.940140 2.407623 0.0 0.0 0.0
C -3.758531 -7.736907 1.736225 0.0 0.0 0.0
C -2.886448 -7.168427 0.816251 0.0 0.0 0.0
C -3.311375 -1.344402 -1.761673 0.0 -0.1 -0.1
C -4.353044 -2.134163 -2.227661 0.0 0.0 0.0
C -4.370559 -2.595759 -3.537396 0.0 0.0 0.0
C -3.339304 -2.232109 -4.395929 0.0 0.0 0.0
C -2.296922 -1.433480 -3.955085 0.0 0.0 0.0
C -2.261300 -0.995116 -2.627300 0.1 0.0 0.0
O -1.260013 -0.259092 -2.185052 -0.6 0.1 -0.3
H -3.948305 0.792389 0.887781 0.0 0.0 0.0
H -5.182561 0.168200 -0.237242 0.0 0.0 0.0
H -3.909583 1.216038 -0.846979 0.0 0.0 0.0
H -1.642334 -5.959290 -1.158319 0.0 0.0 0.0
H -2.419299 -4.379359 -0.975632 0.0 0.0 0.0
H -3.821721 -3.939565 1.058029 0.0 0.0 0.0
H -5.412110 -4.941222 2.673193 0.0 0.0 0.0
H -5.355735 -7.377613 3.126597 0.0 0.0 0.0
H -3.721299 -8.803083 1.927712 0.0 0.0 0.0
H -2.172264 -7.795052 0.292498 0.0 0.0 0.0
H -5.158314 -2.395149 -1.548352 0.0 0.0 0.0
H -5.180752 -3.225328 -3.884588 0.0 0.0 0.0
H -3.347331 -2.572049 -5.425483 0.0 0.0 0.0
H -1.496314 -1.127082 -4.615575 0.0 0.0 0.0
N -5.098353 -2.374661 5.200360 0.0 0.0 0.0
C -3.923594 -1.714094 4.777835 0.0 0.0 0.0
C -2.906915 -2.423197 4.144543 0.0 0.0 0.0
C -1.745636 -1.779919 3.752618 -0.1 0.0 -0.1
C -1.589484 -0.421767 3.990304 0.0 -0.1 0.0
C -2.587932 0.287932 4.637087 0.0 0.1 0.0
C -3.751142 -0.355651 5.031950 0.0 0.0 0.0
S -0.083618 0.367271 3.475881 -0.2 0.2 0.0
O 0.936474 -0.648668 3.572110 -0.1 -0.1 0.1
O 0.081497 1.534122 4.319398 -0.1 -0.1 0.1
N -0.232476 0.715250 1.916825 -0.3 -0.3 0.1
C -1.116337 1.596321 1.475310 -0.1 0.3 0.0
N -1.152095 1.763369 0.106030 0.2 -0.1 0.4
C -1.904035 2.743986 -0.379225 -0.1 -0.1 -0.1
C -2.674245 3.568166 0.418264 0.1 0.0 0.0
C -2.647844 3.276458 1.774997 0.0 0.0 0.0
N -1.911173 2.326914 2.305859 -0.1 -0.2 0.0
H -5.288477 -3.205271 4.659604 0.0 0.0 0.0
H -5.905929 -1.769846 5.201430 0.0 0.0 0.0
H -3.028764 -3.481880 3.941486 0.0 0.0 0.0
H -0.961804 -2.328231 3.247529 0.0 0.0 0.0
H -2.444739 1.344873 4.811074 0.0 0.0 0.0
H -4.535341 0.198754 5.537941 0.0 0.0 0.0
H -1.910899 2.849482 -1.455877 0.0 0.0 -0.1
H -3.280992 4.355873 -0.002286 0.0 0.0 0.0
H -3.259962 3.847609 2.472730 0.0 0.0 0.0
C 5.184771 5.274240 0.054985 0.0 0.0 0.0
C 5.886653 3.965321 -0.169843 0.0 0.0 0.0
C 7.244568 3.822398 0.071693 0.0 0.0 0.0
C 7.896630 2.610579 -0.114829 0.0 0.0 0.0
C 7.164073 1.512278 -0.533784 0.0 0.0 0.0
C 5.802760 1.622324 -0.775217 0.0 0.0 0.0
C 5.158253 2.848876 -0.614812 0.0 0.0 0.0
N 3.788869 3.034245 -0.849458 0.0 0.0 0.0
C 2.910758 2.012396 -1.256976 -0.1 0.0 0.2
N 3.279925 1.477006 -2.426682 0.0 -0.1 -0.1
C 2.815864 0.317857 -3.105704 0.0 0.1 0.0
C 1.635574 -0.302322 -2.717843 0.1 0.0 0.0
C 1.321705 -1.450528 -3.466329 0.0 0.0 0.1
C 2.088650 -1.902876 -4.524910 0.0 0.0 0.0
C 3.250253 -1.224816 -4.877807 0.0 0.0 0.0
C 3.639995 -0.104981 -4.165952 0.0 0.0 0.0
C 4.902295 0.630446 -4.540363 0.0 0.0 0.0
N 1.857631 1.706441 -0.557614 0.2 0.1 0.0
C 1.706112 2.501772 0.633225 0.2 0.2 -0.1
C 1.054990 3.727920 0.525214 0.1 -0.1 0.0
C 0.943319 4.554651 1.632689 0.0 0.0 0.1
C 1.489568 4.151607 2.843843 0.0 0.0 -0.1
C 2.132355 2.927812 2.939164 0.1 0.0 -0.1
C 2.253844 2.078445 1.842608 0.2 0.1 0.0
C 2.950912 0.753851 1.955174 0.2 0.0 0.0
H 5.898450 6.051183 0.327157 0.0 0.0 0.0
H 4.447458 5.202746 0.862109 0.0 0.0 0.0
H 4.645936 5.593682 -0.840402 0.0 0.0 0.0
H 7.801144 4.687396 0.416182 0.0 0.0 0.0
H 8.958343 2.524912 0.078146 0.0 0.0 0.0
H 7.643975 0.550147 -0.662866 0.0 0.0 0.0
H 5.236320 0.748919 -1.068566 0.0 0.0 0.0
H 3.347429 3.689581 -0.221327 0.0 0.0 0.0
H 4.050847 1.960104 -2.853327 0.0 0.0 0.0
H 0.436999 -2.014847 -3.195650 0.0 0.0 0.0
H 1.787559 -2.787314 -5.076490 0.0 0.0 0.0
H 3.861800 -1.567312 -5.706896 0.0 0.0 0.0
H 5.400290 0.122078 -5.366171 0.0 0.0 0.0
H 5.616472 0.686455 -3.712229 0.0 0.0 0.0
H 4.700286 1.656453 -4.869106 0.0 0.0 0.0
H 0.639636 4.010925 -0.434694 0.0 0.0 0.0
H 0.417091 5.497639 1.548664 0.0 0.0 0.0
H 1.389451 4.776480 3.722940 0.0 0.0 0.0
H 2.513766 2.592077 3.896184 0.0 0.0 0.0
H 2.948130 0.414052 2.990358 0.0 0.0 -0.1
H 3.988795 0.828951 1.614908 0.0 0.0 -0.1
H 2.447472 -0.006834 1.357161 0.0 0.0 0.1
F -0.588109 4.431271 -3.198358 0.0 0.0 0.0
B -0.526077 3.096050 -3.633721 0.0 0.1 0.0
F 0.195286 2.362608 -2.603914 -0.2 -0.2 0.1
F 0.173648 2.993100 -4.827705 0.0 0.0 0.0
F -1.811874 2.564324 -3.738170 0.0 0.0 0.0
```
Forces are in eV/Å.

Calculated values
- E_LUMO (spin up / spin down): 3.92 / 3.92 eV
- Highest occupied orbital energy (spin up / spin down): -2.3 / -2.7 eV
- Energy above the lowest of the compared OMol25 structures with the same formula, charge and spin: 0.0 kcal/mol
- Energy: -137240.125 eV
- Charge: -2
- 2S+1: 2
- Frontier orbital gap (spin up / spin down): 0.228 / 0.242 Ha

Atom charges from the Mulliken analysis, given in e for atoms 1 to 6: Ti 0.174; C -1.576; C 0.303; N -0.252; N 0.097; C 0.514